# 1
Density functional theory data (ωB97M-V with the def2-TZVPD basis set) for an isolated ion of composition C3H8N3S2 and charge +1.

Summary:
Largest force on an atom = 5.07 eV Å⁻¹
Highest occupied orbital energy = -11.8 eV
Frontier orbital gap = 8.118 eV
Energy above the lowest of the compared OMol25 structures with the same formula, charge and spin = 338.9 kJ/mol
Energy = -1079.3850 a.u.
Lowest unoccupied orbital energy = -3.6 eV

```
! RIJCOSX wB97M-V def2-TZVPD def2/J DEFGRID3
* xyz 1 1
C 2.65620 1.29372 3.15409
C 0.72637 -0.33899 0.53437
C -1.86144 -2.06008 -1.69803
N 2.02056 0.99229 2.22393
N -0.21543 -0.74429 -0.19192
N -0.40059 1.81872 -0.61216
S 0.81533 1.37508 0.86635
S -0.48537 -2.34584 -0.61139
H 3.30050 1.62583 3.91595
H 1.53018 -0.85722 0.86933
H -1.45747 -1.92393 -2.68066
H -2.37694 -1.22936 -1.38057
H -2.55478 -3.06767 -1.84605
H -0.25680 1.07475 -1.40240
H -0.18123 2.77006 -0.90899
H -1.25909 1.61693 -0.23185
*
```

---

# 2
Density functional theory data (ωB97M-V with the def2-TZVPD basis set) for a 2-piece molecular cluster, C12H31FN6OPS overall.

Summary:
Largest force on an atom = 4.85 eV Å⁻¹
Highest occupied orbital energy = -10.2 eV
Frontier orbital gap = 6.673 eV
Energy = -1718.7699 a.u.
Lowest unoccupied orbital energy = -3.6 eV

```
! RIJCOSX wB97M-V def2-TZVPD def2/J DEFGRID3
* xyz 1 1
F -0.04748 2.35453 -2.58776
C -1.36603 1.99408 -2.57554
C -1.56970 0.82751 -1.61493
N -2.69701 -0.03490 -1.97003
C -3.93368 0.24431 -1.73164
N -4.91018 -0.69404 -2.06942
C -5.63700 -1.06714 -0.82971
C -5.96666 0.16888 0.05380
C -5.71577 1.43893 -0.74377
S -5.99710 2.93602 0.23450
N -4.26592 1.43130 -1.10406
H -1.71216 1.75500 -3.58385
H -1.93895 2.86172 -2.23393
H -1.67276 1.13488 -0.57645
H -0.67515 0.20178 -1.65128
H -2.53031 -0.93224 -2.41034
H -5.54135 -0.30350 -2.76259
H -6.54721 -1.60875 -1.06905
H -5.00787 -1.76929 -0.28704
H -6.99075 0.12750 0.41088
H -5.29830 0.13898 0.91423
H -6.32082 1.46595 -1.65023
H -7.09103 3.37275 -0.39845
H -4.11464 2.17462 -1.78689
O 1.41555 -0.70296 -0.14366
P 2.54554 -0.61140 0.82107
N 3.63049 0.45584 0.07131
C 5.05077 0.53640 0.34562
C 3.08671 1.74547 -0.33569
N 3.15378 -2.23355 0.81384
C 4.34642 -2.56853 0.04484
C 2.11023 -3.22421 0.56752
N 2.87269 -0.36267 2.43254
C 2.33029 0.85557 3.03462
C 3.77096 -1.12725 3.28332
H 5.28874 1.12075 1.24662
H 5.54304 1.01981 -0.50015
H 5.50979 -0.43945 0.44097
H 3.01759 2.45085 0.50396
H 2.09191 1.62275 -0.76192
H 3.71606 2.19433 -1.10589
H 4.31926 -2.18624 -0.98329
H 4.45451 -3.65272 0.00286
H 5.25095 -2.21058 0.53497
H 1.86388 -3.32248 -0.49634
H 1.19506 -2.96538 1.09814
H 2.44317 -4.19540 0.93947
H 3.08758 1.64291 3.11522
H 1.93110 0.65565 4.03000
H 1.50456 1.24614 2.43548
H 4.82001 -0.94869 3.03164
H 3.57257 -2.19297 3.23641
H 3.62459 -0.82090 4.32009
*
```

---

# 3
Density functional theory data (ωB97M-V with the def2-TZVPD basis set) for one molecule with the formula C18H24N2O3S2.

Summary:
SMILES = CCCSCCCNC(=O)c1ccccc1NC(=O)C1=CSCCO1
Largest force on an atom = 0.64 eV Å⁻¹
Highest occupied orbital energy = -8.0 eV
Frontier orbital gap = 8.556 eV
Energy above the lowest of the compared OMol25 structures with the same formula, charge and spin = 11.7 kJ/mol
Energy = -1831.9433 a.u.
Lowest unoccupied orbital energy = 0.5 eV

```
! RIJCOSX wB97M-V def2-TZVPD def2/J DEFGRID3
* xyz 0 1
C -0.68193 5.70933 -1.83015
C 0.34741 5.01418 -2.71094
C 1.72917 5.00486 -2.07345
S 1.80947 4.04641 -0.52669
C 1.62888 2.34015 -1.17980
C 2.44837 1.34740 -0.36845
C 2.10069 1.37188 1.12371
N 0.70072 1.12286 1.37044
C 0.21687 -0.12146 1.56963
O 0.95831 -1.09852 1.58107
C -1.25585 -0.20992 1.76111
C -1.96562 0.85434 2.31412
C -3.33620 0.79673 2.47217
C -4.02449 -0.33586 2.06498
C -3.34484 -1.41342 1.53613
C -1.95614 -1.37945 1.39648
N -1.24177 -2.46018 0.91040
C -1.70388 -3.63068 0.39658
O -2.87231 -3.93511 0.24104
C -0.59944 -4.55664 0.01707
C -0.90176 -5.79422 -0.39972
S 0.23500 -6.99094 -0.94275
C 1.71041 -5.92106 -0.99177
C 1.70168 -4.98982 0.21330
O 0.66459 -4.04096 0.15064
H -0.41063 6.75173 -1.67877
H -1.66614 5.67044 -2.28997
H -0.73316 5.22590 -0.85712
H 0.02865 3.98836 -2.91122
H 0.42042 5.53089 -3.67158
H 2.47978 4.59338 -2.75015
H 2.02646 6.01316 -1.78558
H 1.97271 2.35839 -2.21349
H 0.56990 2.07788 -1.15963
H 3.50979 1.57575 -0.47494
H 2.26784 0.34393 -0.76055
H 2.35786 2.34717 1.54349
H 2.66564 0.58968 1.63584
H 0.06848 1.89687 1.25380
H -1.43549 1.73038 2.65995
H -3.86429 1.62939 2.91133
H -5.09735 -0.38538 2.17497
H -3.87369 -2.30170 1.23383
H -0.22498 -2.35852 0.99105
H -1.93209 -6.10190 -0.43444
H 2.57994 -6.57400 -0.97918
H 1.68660 -5.34700 -1.91782
H 2.62233 -4.40217 0.25113
H 1.61407 -5.58252 1.13392
*
```

---

Please write out number 3 again, unchanged.
Density functional theory data (ωB97M-V with the def2-TZVPD basis set) for one molecule with the formula C18H24N2O3S2.

Summary:
SMILES = CCCSCCCNC(=O)c1ccccc1NC(=O)C1=CSCCO1
Largest force on an atom = 0.64 eV Å⁻¹
Highest occupied orbital energy = -8.0 eV
Frontier orbital gap = 8.556 eV
Energy above the lowest of the compared OMol25 structures with the same formula, charge and spin = 11.7 kJ/mol
Energy = -1831.9433 a.u.
Lowest unoccupied orbital energy = 0.5 eV

```
! RIJCOSX wB97M-V def2-TZVPD def2/J DEFGRID3
* xyz 0 1
C -0.68193 5.70933 -1.83015
C 0.34741 5.01418 -2.71094
C 1.72917 5.00486 -2.07345
S 1.80947 4.04641 -0.52669
C 1.62888 2.34015 -1.17980
C 2.44837 1.34740 -0.36845
C 2.10069 1.37188 1.12371
N 0.70072 1.12286 1.37044
C 0.21687 -0.12146 1.56963
O 0.95831 -1.09852 1.58107
C -1.25585 -0.20992 1.76111
C -1.96562 0.85434 2.31412
C -3.33620 0.79673 2.47217
C -4.02449 -0.33586 2.06498
C -3.34484 -1.41342 1.53613
C -1.95614 -1.37945 1.39648
N -1.24177 -2.46018 0.91040
C -1.70388 -3.63068 0.39658
O -2.87231 -3.93511 0.24104
C -0.59944 -4.55664 0.01707
C -0.90176 -5.79422 -0.39972
S 0.23500 -6.99094 -0.94275
C 1.71041 -5.92106 -0.99177
C 1.70168 -4.98982 0.21330
O 0.66459 -4.04096 0.15064
H -0.41063 6.75173 -1.67877
H -1.66614 5.67044 -2.28997
H -0.73316 5.22590 -0.85712
H 0.02865 3.98836 -2.91122
H 0.42042 5.53089 -3.67158
H 2.47978 4.59338 -2.75015
H 2.02646 6.01316 -1.78558
H 1.97271 2.35839 -2.21349
H 0.56990 2.07788 -1.15963
H 3.50979 1.57575 -0.47494
H 2.26784 0.34393 -0.76055
H 2.35786 2.34717 1.54349
H 2.66564 0.58968 1.63584
H 0.06848 1.89687 1.25380
H -1.43549 1.73038 2.65995
H -3.86429 1.62939 2.91133
H -5.09735 -0.38538 2.17497
H -3.87369 -2.30170 1.23383
H -0.22498 -2.35852 0.99105
H -1.93209 -6.10190 -0.43444
H 2.57994 -6.57400 -0.97918
H 1.68660 -5.34700 -1.91782
H 2.62233 -4.40217 0.25113
H 1.61407 -5.58252 1.13392
*
```